Record 1
ORCA calculation (ωB97M-V with the def2-TZVPD basis set) on a 2-piece molecular cluster, CH7NS2 overall.

```
! wB97M-V def2-TZVPD RIJCOSX def2/J DEFGRID3
* xyz 0 1
N 1.8288 -1.9001 -0.0138
H 2.7781 -1.9169 0.2954
H 1.4640 -1.0834 0.4757
H 1.6612 -1.7048 -1.0028
C -0.9185 0.2811 -0.7050
S -0.0343 1.5006 0.3086
S -1.5156 2.6818 1.1316
H -1.3312 0.8026 -1.5690
H -0.3198 -0.5799 -0.9773
H -1.8271 -0.1237 -0.2452
H -1.7858 2.0428 2.3019
*
```

HOMO-LUMO gap: 9.78 eV
structure (SMILES): CSS.N
HOMO level: -0.3420 hartree


Record 2
ORCA calculation (ωB97M-V with the def2-TZVPD basis set) on C39H43MoN6O2S5SbTe as an isolated structure.

```
! wB97M-V def2-TZVPD RIJCOSX def2/J DEFGRID3
* xyz -1 2
Mo -2.2727 0.0474 -1.7693
N 1.1457 1.8951 -4.1086
C 0.0177 1.6257 -3.3563
S -1.0736 0.4138 -3.9536
N -0.1298 2.2550 -2.2425
N -1.2972 1.8717 -1.5974
C -1.9675 2.8623 -0.9928
C -1.3540 4.1767 -0.7080
C -1.9654 5.3600 -1.1174
C -1.3688 6.5901 -0.8734
C -0.1488 6.6547 -0.2186
C 0.4702 5.4799 0.1931
C -0.1242 4.2548 -0.0517
C -3.3492 2.6023 -0.8262
C -4.2507 3.4295 -0.1145
C -5.5752 3.1073 -0.0622
C -6.0262 1.9382 -0.7054
C -5.1113 1.1463 -1.3391
N -3.7984 1.4501 -1.4252
H 1.0934 1.6065 -5.0701
H 1.5567 2.7993 -3.9392
H -2.9062 5.3131 -1.6511
H -1.8568 7.4981 -1.2052
H 0.3188 7.6132 -0.0308
H 1.4219 5.5191 0.7084
H 0.3614 3.3386 0.2592
H -3.8638 4.2988 0.3964
H -6.2674 3.7344 0.4851
H -7.0604 1.6261 -0.6840
H -5.4164 0.2106 -1.7831
O -1.0140 -2.6341 -4.4118
C -0.7464 -3.6905 -3.5528
C -0.4533 -3.4041 -2.0946
C 0.1222 -4.6215 -1.4572
C 0.3280 -4.7157 -0.1519
C 0.0370 -3.5493 0.7228
C -0.3042 -2.2722 -0.0710
N -0.7300 -2.3236 -1.4725
H -1.8576 -2.2311 -4.1529
H 0.1424 -4.1939 -3.9451
H -1.5500 -4.4470 -3.5473
H 0.3156 -5.4636 -2.1119
H 0.6827 -5.6387 0.2927
H -0.7115 -3.8151 1.4763
H -1.0711 -1.7250 0.4569
S -6.5963 -0.4135 -4.1552
Sb -6.5021 -2.6892 -3.2563
S -4.5698 -0.4502 -4.6509
S -3.7596 -1.5254 -3.0437
S -7.6884 -2.4628 -1.3944
C -4.4105 -1.6522 1.0743
C -3.1816 -0.7600 1.1168
O -2.7328 -0.3465 2.1835
N -2.6354 -0.5141 -0.0900
Te 0.7625 0.3671 0.9981
C 2.4390 0.7405 2.2642
C 3.7350 0.9088 1.7625
C 4.0483 0.7893 0.2976
C 4.7705 1.2277 2.6388
C 4.5551 1.4014 3.9958
C 5.6867 1.7326 4.9317
C 3.2577 1.2713 4.4711
C 2.1931 0.9563 3.6328
C 0.8126 0.9003 4.2357
C 1.1143 -1.6778 0.2617
C 1.2763 -2.8270 1.3399
C 1.0139 -2.4423 2.7869
C 2.5482 -3.6199 1.2598
C 3.3945 -3.5381 0.2387
C 4.6201 -4.3955 0.1232
C 3.1304 -2.5932 -0.8468
C 2.1110 -1.7259 -0.8664
C 1.9489 -0.7958 -2.0284
H -4.5204 -2.1535 2.0342
H -4.3483 -2.3821 0.2668
H -5.2942 -1.0380 0.8944
H 3.3999 1.4451 -0.2880
H 3.8876 -0.2263 -0.0617
H 5.0868 1.0602 0.1048
H 5.7711 1.3583 2.2394
H 6.6054 1.9347 4.3816
H 5.8814 0.9053 5.6174
H 5.4524 2.6094 5.5375
H 3.0614 1.4325 5.5265
H 0.8674 1.0532 5.3138
H 0.3216 -0.0517 4.0411
H 0.1609 1.6678 3.8157
H 0.0641 -1.9150 2.8871
H 1.8114 -1.8035 3.1700
H 0.9716 -3.3493 3.3968
H 2.7384 -4.3136 2.0749
H 4.7497 -5.0246 1.0033
H 5.5170 -3.7844 -0.0031
H 4.5470 -5.0419 -0.7558
H 3.8343 -2.5802 -1.6742
H 2.7797 -0.9092 -2.7260
H 1.8989 0.2441 -1.7072
H 1.0217 -0.9966 -2.5666
*
```

expectation value of S²: 0.8722
HOMO-LUMO gap (alpha / beta): 4.78 / 5.64 eV
HOMO level (alpha / beta): -0.1305 / -0.1621 hartree


Record 3
ORCA calculation (ωB97M-V with the def2-TZVPD basis set) on C3H4CdLiO3 as an isolated structure.

```
! wB97M-V def2-TZVPD RIJCOSX def2/J DEFGRID3
* xyz 1 1
H -3.2092 -0.1398 -2.6093
C 0.7525 -0.1127 1.5568
C 0.7169 0.1423 0.0792
O -0.4394 0.8725 -0.2392
C -1.3978 0.2485 -0.9864
O -2.5414 0.3722 -0.5477
O 1.7833 -0.3156 2.1658
Cd -1.4528 -0.3473 -3.1198
H -0.2141 -0.0668 2.0957
H 0.7531 -0.8433 -0.4203
H 1.6254 0.6855 -0.2238
Li 3.6234 -0.4955 2.2488
*
```

HOMO-LUMO gap (alpha / beta): 6.60 / 6.60 eV
HOMO level (alpha / beta): -0.4127 / -0.4128 hartree


Record 4
ORCA calculation (ωB97M-V with the def2-TZVPD basis set) on a 2-piece molecular cluster, C5H11O2S overall.

```
! wB97M-V def2-TZVPD RIJCOSX def2/J DEFGRID3
* xyz -1 1
C 0.1407 -1.3836 2.5811
C -0.1732 -3.5876 0.8099
S 0.4617 -3.2285 2.4248
H 0.6529 -0.8594 1.6526
H -0.7948 -1.0129 2.2756
H 0.4645 -0.9657 3.5606
H 0.5040 -3.3809 0.0113
H -0.8938 -2.7972 0.4813
H -0.5876 -4.5826 0.6983
C -0.2268 2.2152 -1.1581
C 0.1306 3.0199 -2.3868
C 0.3675 0.9878 -0.3556
O -0.5206 0.3938 0.2565
O 1.5477 0.7358 -0.3509
H -0.4106 3.0806 -0.6170
H -1.1394 1.8298 -1.5050
H 1.0797 3.4407 -2.5793
H -0.8089 3.7558 -2.5703
H 0.2065 2.3389 -3.2291
*
```

HOMO-LUMO gap: 7.64 eV
HOMO level: -0.1588 hartree


Record 5
ORCA calculation (ωB97M-V with the def2-TZVPD basis set) on C33H36N2O8P2SZr as an isolated structure.

```
! wB97M-V def2-TZVPD RIJCOSX def2/J DEFGRID3
* xyz 0 1
Zr 0.5138 1.0888 0.1830
C -3.5044 -4.9919 1.1873
C -2.6203 -4.2168 0.1971
C -2.2516 -5.0988 -1.0054
C -3.4266 -3.0229 -0.3204
C -1.3343 -3.7866 0.8976
C -0.5229 -4.7589 1.5082
C 0.6432 -4.4348 2.1692
C 1.0362 -3.1028 2.1923
S 2.4495 -2.3774 2.8899
C 1.9270 -0.8210 2.2856
N 0.8058 -0.8468 1.6333
C 0.2677 -2.1202 1.5620
C -0.9320 -2.4651 0.9391
C 2.7259 0.3878 2.4095
C 3.8717 0.3878 3.2093
C 4.6739 1.5087 3.2573
C 4.3292 2.6063 2.4808
C 3.1887 2.5890 1.6889
C 2.3088 1.4936 1.6255
H -4.4435 -5.2810 0.7115
H -3.7324 -4.3599 2.0479
H -3.0142 -5.8948 1.5507
H -3.1499 -5.4326 -1.5299
H -1.6899 -5.9808 -0.6937
H -1.6345 -4.5322 -1.7067
H -4.3750 -3.3815 -0.7248
H -2.8915 -2.5059 -1.1185
H -3.6513 -2.3114 0.4773
H -0.8098 -5.8019 1.4664
H 1.2384 -5.1958 2.6568
H -1.5153 -1.6683 0.5035
H 4.1262 -0.4964 3.7829
H 5.5625 1.5255 3.8747
H 4.9603 3.4869 2.4805
H 2.9816 3.4572 1.0828
N -2.3809 4.4532 1.6446
C -0.8845 4.2535 1.7549
C -0.2357 5.4143 2.4860
P -0.8196 2.6809 2.7939
O 0.4796 2.8041 3.6939
O -2.0702 2.8669 3.5943
O -0.7111 1.4707 1.9008
P -0.1995 3.9965 0.0701
O -0.8420 5.3155 -0.6432
O 1.2733 4.0085 0.0447
O -0.8687 2.7657 -0.4933
H -2.7176 3.9431 2.5468
H -2.7342 3.9645 0.8206
H -2.6373 5.4344 1.5980
H -0.4924 5.4090 3.5459
H -0.5248 6.3695 2.0408
H 0.8449 5.3148 2.3947
H 1.2570 2.4124 3.2446
H -0.1827 5.6815 -1.2563
C -3.2456 0.6633 -2.1376
C -1.9426 0.1126 -1.6152
O -1.6211 0.3909 -0.4494
C -1.1385 -0.7497 -2.4537
C -1.6524 -1.2940 -3.6469
C -0.9594 -2.2341 -4.3620
C 0.2980 -2.6556 -3.8996
C 0.8382 -2.1311 -2.7560
C 0.1508 -1.1536 -1.9978
O 0.7065 -0.6576 -0.9445
H -3.6622 1.3327 -1.3894
H -3.9583 -0.1365 -2.3398
H -3.0656 1.2135 -3.0615
H -2.6295 -0.9829 -3.9933
H -1.3743 -2.6525 -5.2691
H 0.8464 -3.4029 -4.4595
H 1.8148 -2.4326 -2.3978
C 3.6625 1.2251 -3.7260
C 4.0698 0.6682 -2.5195
C 3.2668 0.7848 -1.3953
C 2.0374 1.4641 -1.4108
C 1.6691 2.0209 -2.6421
C 2.4561 1.9024 -3.7835
H 4.2821 1.1315 -4.6098
H 5.0120 0.1353 -2.4582
H 3.6130 0.3231 -0.4734
H 0.7331 2.5717 -2.7215
H 2.1282 2.3392 -4.7203
*
```

HOMO-LUMO gap: 7.73 eV
HOMO level: -0.2855 hartree


We obtain ΔE to the lowest compared entry with this formula, charge and spin values of 6.2 40.4 0.0 53.0 13.3 kcal per mole for the records listed above, in that order.